w:
ORCA calculation (ωB97M-V with the def2-TZVPD basis set) on a 2-piece molecular cluster, C4H6N2O overall.

Each line ends with the natural charge from an NBO analysis.
Cartesian coordinates (Å):
C: 2.3134 -0.0032 -0.2227  -0.72
C: 1.6406 -1.0470 -0.9927  0.31
N: 1.0954 -1.8617 -1.6072  -0.37
C: -1.4029 -0.1507 -0.3630  -0.22
C: -1.9788 0.5653 0.5229  0.43
O: -2.9580 1.2778 1.0599  -0.64
N: -0.6296 0.2718 0.9347  -0.64
H: 3.3653 0.0577 -0.5122  0.25
H: 2.2383 -0.2206 0.8447  0.26
H: 1.8184 0.9549 -0.3941  0.27
H: -1.1423 -0.6214 -1.2914  0.25
H: -3.6985 1.3004 0.4355  0.50
H: -0.6614 -0.5233 1.5857  0.32

Properties
**Gap between HOMO and LUMO**: 8.74 eV
**Multiplicity**: 1
**Structure (SMILES)**: OC1=CN1.CC#N
**HOMO energy**: -8.2 eV
**Total charge**: 0

x:
ORCA calculation (ωB97M-V with the def2-TZVPD basis set) on one molecule with the formula C4H6N2O.

Each line ends with the natural charge from an NBO analysis.
Cartesian coordinates (Å):
N: 1.5998 -0.2212 -0.7051  -0.81
C: 0.2550 0.1236 -0.3643  0.45
C: -0.5931 -1.0258 0.1332  -0.19
C: -1.1601 -0.6692 1.2868  -0.29
C: -0.6328 0.6573 1.7941  0.07
O: -0.3591 0.7631 -1.4688  -0.71
N: 0.1908 0.9991 0.8180  -0.58
H: 1.5699 -0.8254 -1.5199  0.37
H: 2.0855 0.6185 -1.0125  0.37
H: -0.7225 -1.9388 -0.4401  0.22
H: -1.9008 -1.2402 1.8351  0.22
H: -1.2908 0.8971 -1.2391  0.48
H: 0.7298 1.8559 0.8401  0.40

Properties
**Gap between HOMO and LUMO**: 8.84 eV
**Multiplicity**: 1
**HOMO energy**: -8.5 eV
**Total charge**: 0

y:
ORCA calculation (ωB97M-V with the def2-TZVPD basis set) on one molecule with the formula C4H6N2O.

Each line ends with the natural charge from an NBO analysis.
Cartesian coordinates (Å):
N: 2.0740 0.5866 -0.0342  -0.80
C: 0.7183 0.4620 -0.1472  0.35
C: 0.0197 -0.7986 0.1829  0.23
O: 0.7448 -1.9082 0.4696  -0.67
C: -1.2936 -0.5515 0.1137  -0.29
C: -1.4218 0.9157 -0.2058  -0.26
N: -0.0803 1.4196 -0.4586  -0.47
H: 2.4741 1.4069 -0.4626  0.40
H: 2.6347 -0.2493 -0.0349  0.40
H: 0.1423 -2.6468 0.6259  0.49
H: -2.1141 -1.2386 0.2882  0.21
H: -2.1211 1.1453 -1.0183  0.21
H: -1.7770 1.4569 0.6814  0.22

Properties
**Gap between HOMO and LUMO**: 9.35 eV
**Multiplicity**: 1
**Structure (SMILES)**: NC1=NCC=C1O
**HOMO energy**: -8.7 eV
**Total charge**: 0

Least stable of them? w.